(1)
This record from OMol25 describes 3 unconnected molecules or ions with the total composition C3H12NO2 in a non-equilibrium geometry. The level of theory is wB97M-V/def2-TZVPD.

Net charge: +1
DFT total energy in eV: -8883.0978
Kohn-Sham gap in Ha: 0.389
Relative energy (zero: lowest compared OMol25 entry of this formula, charge and spin) in kcal/mol: 41.0
2S+1: 1

```
18
C3H12NO2 | OMol25 | wB97M-V/def2-TZVPD
C -1.564 0.587 -1.233
C -1.793 -0.507 -0.098
C -0.216 -0.616 1.787
N -0.497 -0.816 0.521
H -0.908 0.034 -1.977
H -0.953 1.425 -0.941
H -2.550 0.935 -1.580
H -2.118 -1.466 -0.476
H -2.492 -0.221 0.714
H 0.771 -0.866 2.196
H -1.027 -0.356 2.475
H 0.410 -0.689 -0.102
H 2.461 1.090 0.894
H 2.511 2.588 1.175
O 1.923 1.968 0.947
H 1.959 -1.810 -1.684
H 2.292 -0.259 -1.499
O 1.791 -1.023 -1.118
```

(2)
This record from OMol25 describes 3 unconnected molecules or ions with the total composition C3H12NO2 in a non-equilibrium geometry. The level of theory is wB97M-V/def2-TZVPD.

Net charge: +1
DFT total energy in eV: -8883.6920
Kohn-Sham gap in Ha: 0.447
Relative energy (zero: lowest compared OMol25 entry of this formula, charge and spin) in kcal/mol: 27.3
2S+1: 1

```
18
C3H12NO2 | OMol25 | wB97M-V/def2-TZVPD
C 1.342 0.960 -1.646
C 1.484 -0.222 -0.707
C -0.248 -1.031 0.913
N 0.400 -0.096 0.325
H 1.879 1.902 -1.340
H 0.336 1.371 -1.791
H 1.868 0.783 -2.579
H 2.398 -0.154 -0.103
H 1.238 -1.155 -1.191
H -1.020 -0.681 1.571
H 0.155 -2.036 0.906
H 0.162 0.858 0.662
H -1.799 -2.872 -0.811
H -2.865 -2.218 0.138
O -1.942 -2.212 -0.129
H 0.003 3.148 1.506
H -1.365 2.634 1.327
O -0.454 2.378 1.153
```

(3)
This record from OMol25 describes 3 unconnected molecules or ions with the total composition C3H12NO2 in a non-equilibrium geometry. The level of theory is wB97M-V/def2-TZVPD.

Net charge: +1
DFT total energy in eV: -8882.4304
Kohn-Sham gap in Ha: 0.394
Relative energy (zero: lowest compared OMol25 entry of this formula, charge and spin) in kcal/mol: 56.4
2S+1: 1

```
18
C3H12NO2 | OMol25 | wB97M-V/def2-TZVPD
C -2.743 2.455 0.380
C -1.857 1.275 0.762
C -0.467 1.383 0.909
N 0.504 0.307 1.248
H -2.770 3.425 0.899
H -2.484 2.579 -0.667
H -3.810 2.305 0.585
H -2.286 0.240 0.722
H 0.089 2.415 1.003
H -0.054 -0.225 1.914
H 0.716 -0.333 0.290
H 1.407 0.680 1.523
H 0.744 -2.049 -0.749
H 2.158 -2.440 -0.322
O 1.427 -1.810 -0.124
H 3.663 -3.680 -2.226
H 2.935 -2.929 -3.432
O 2.827 -3.598 -2.715
```

(4)
This record from OMol25 describes 2 unconnected molecules or ions with the total composition C3H12NO2 in a non-equilibrium geometry. The level of theory is wB97M-V/def2-TZVPD.

Net charge: +1
DFT total energy in eV: -8882.4355
Kohn-Sham gap in Ha: 0.441
Relative energy (zero: lowest compared OMol25 entry of this formula, charge and spin) in kcal/mol: 56.2
2S+1: 1

```
18
C3H12NO2 | OMol25 | wB97M-V/def2-TZVPD
C -0.654 1.394 -0.063
C 0.393 1.054 -1.079
C 1.543 0.224 -0.653
O 0.800 -0.913 -0.105
N -1.355 0.143 0.354
H -1.243 2.269 -0.356
H -0.196 1.963 0.895
H -0.102 0.546 -1.931
H 0.770 1.964 -1.765
H 2.003 -0.266 -1.550
H 2.402 0.326 0.002
H 1.402 -1.619 -0.093
H -1.731 -0.403 -0.354
H -2.080 0.503 0.995
H -0.655 -0.417 0.994
H -0.868 -2.955 1.648
H 0.238 -1.803 1.481
O -0.667 -2.011 1.580
```

(5)
This record from OMol25 describes 2 unconnected molecules or ions with the total composition C3H12NO2 in a non-equilibrium geometry. The level of theory is wB97M-V/def2-TZVPD.

Net charge: +1
DFT total energy in eV: -8882.0745
Kohn-Sham gap in Ha: 0.397
Relative energy (zero: lowest compared OMol25 entry of this formula, charge and spin) in kcal/mol: 64.6
2S+1: 1

```
18
C3H12NO2 | OMol25 | wB97M-V/def2-TZVPD
C 1.248 -1.091 0.091
O 1.853 -0.982 -1.135
C 0.245 0.180 0.127
C -0.201 0.603 1.646
N 0.601 1.387 -0.760
H 0.684 -2.177 -0.048
H 1.848 -1.114 0.982
H 2.803 -0.726 -1.130
H -0.688 -0.401 -0.293
H 0.535 0.434 2.422
H -1.166 0.200 1.960
H -0.366 1.650 1.626
H 1.270 1.907 -0.069
H 1.029 1.316 -1.674
H -0.364 1.847 -0.651
H -3.356 -0.220 -0.825
H -3.656 0.295 0.547
O -3.170 -0.376 0.045
```

(6)
This record from OMol25 describes 2 unconnected molecules or ions with the total composition C3H12NO2 in a non-equilibrium geometry. The level of theory is wB97M-V/def2-TZVPD.

Net charge: +1
DFT total energy in eV: -8883.8899
Kohn-Sham gap in Ha: 0.435
Relative energy (zero: lowest compared OMol25 entry of this formula, charge and spin) in kcal/mol: 22.7
2S+1: 1

```
18
C3H12NO2 | OMol25 | wB97M-V/def2-TZVPD
C -1.283 -0.905 1.017
O -1.765 0.055 1.948
C -0.430 -0.206 -0.078
C 0.225 -1.267 -0.946
N 0.573 0.632 0.762
H -1.934 -1.531 0.385
H -0.615 -1.538 1.614
H -2.722 -0.061 1.976
H -0.970 0.458 -0.769
H 0.612 -0.827 -1.887
H 1.078 -1.720 -0.439
H -0.578 -1.868 -1.377
H 1.379 0.094 1.103
H 0.178 1.040 1.608
H 1.115 1.287 0.151
H 1.517 1.500 -2.018
H 1.907 2.806 -1.811
O 1.712 2.049 -1.239
```

(7)
This record from OMol25 describes 2 unconnected molecules or ions with the total composition C3H12NO2 in a non-equilibrium geometry. The level of theory is wB97M-V/def2-TZVPD.

Net charge: +1
DFT total energy in eV: -8884.0666
Kohn-Sham gap in Ha: 0.430
Relative energy (zero: lowest compared OMol25 entry of this formula, charge and spin) in kcal/mol: 18.6
2S+1: 1

```
18
C3H12NO2 | OMol25 | wB97M-V/def2-TZVPD
O -0.007 -1.880 -1.270
C -0.715 -2.197 -0.087
C -0.141 -1.265 0.966
N -0.386 0.171 0.518
C 0.498 1.150 1.239
H -0.416 -2.359 -2.004
H -0.487 -3.208 0.257
H -1.792 -2.047 -0.188
H -0.614 -1.409 1.933
H 0.941 -1.355 1.011
H -0.222 0.082 -0.495
H -1.359 0.438 0.679
H 1.500 0.918 0.878
H 0.278 2.176 0.969
H 0.424 0.922 2.296
H 1.414 3.098 -1.741
H 0.550 3.654 -2.869
O 0.533 3.111 -2.092
```

(8)
This record from OMol25 describes 3 unconnected molecules or ions with the total composition C3H12NO2 in a non-equilibrium geometry. The level of theory is wB97M-V/def2-TZVPD.

Net charge: +1
DFT total energy in eV: -8884.2303
Kohn-Sham gap in Ha: 0.415
Relative energy (zero: lowest compared OMol25 entry of this formula, charge and spin) in kcal/mol: 14.8
2S+1: 1

```
18
C3H12NO2 | OMol25 | wB97M-V/def2-TZVPD
C -1.390 -1.896 0.149
C -0.693 -0.660 0.596
C -0.618 -0.123 1.797
N -0.272 0.241 -0.543
H -0.829 -2.495 -0.569
H -2.380 -1.667 -0.236
H -1.580 -2.505 1.033
H -0.164 0.846 1.950
H -0.983 -0.648 2.667
H -0.567 -0.150 -1.433
H -0.642 1.179 -0.423
H 0.770 0.206 -0.580
H -0.060 3.551 0.325
H 1.333 3.509 -0.336
O 0.526 2.998 -0.212
H 2.376 -0.478 -2.098
H 2.970 -1.220 -0.918
O 2.204 -0.689 -1.169
```